# 1
The following is a DFT calculation (the ωB97M-V functional and the def2-TZVPD basis) of C29H44CrN3P as an isolated structure at a distorted geometry.

Orbital gap (alpha / beta) = 0.260 / 0.282 Ha
Total charge = +1
Energy above the lowest of the compared OMol25 structures with the same formula, charge and spin = 0.00 kcal per mole
E_LUMO (alpha / beta) = -2.67 / -2.28 eV
2S+1 = 4
Calculated total energy = -72962.016 eV
Strongest force on any atom = 0.0738 hartree/bohr
E_HOMO (alpha / beta) = -9.74 / -9.95 eV

Structure (XYZ):
```
78
C29H44CrN3P the ωB97M-V functional and the def2-TZVPD basis
Cr -0.71356 0.44995 0.25635
C -1.98571 -0.43052 -1.49586
C -1.48185 0.82360 -1.93310
C -2.03376 1.85072 -1.05774
C -2.84710 1.22786 -0.09848
C -2.76219 -0.21772 -0.32298
C -3.73544 -1.18707 0.17182
C -3.80216 1.83067 0.89157
C -1.96099 3.26446 -1.26844
C -0.64558 1.06500 -3.20036
C -1.81574 -1.81400 -2.07744
H -3.27353 -2.07998 0.65045
H -4.37675 -1.58131 -0.56176
H -4.37924 -0.80024 0.95619
H -4.68812 2.07070 0.41558
H -3.40403 2.73860 1.39733
H -4.00874 1.07624 1.66034
H -2.29023 3.87547 -0.43818
H -2.69309 3.55601 -2.08814
H -0.97555 3.52366 -1.68791
H -0.98339 1.96827 -3.71805
H -0.76203 0.22035 -3.86589
H 0.42906 1.10275 -3.10223
H -1.26120 -2.44930 -1.41688
H -1.33310 -1.89110 -3.05020
H -2.81459 -2.23841 -2.22841
C 2.78997 -0.17872 -3.45073
N 1.98646 -0.67819 -2.32385
C 1.51116 -2.04834 -2.74522
C 2.66253 -0.73580 -1.09476
C 4.08428 -0.75339 -1.11299
C 4.78702 -1.03590 0.04159
C 4.12138 -1.34267 1.23411
C 2.75086 -1.34538 1.25163
C 2.02415 -1.03561 0.10099
N 0.60228 -0.97779 0.20204
C 0.04221 -2.05536 0.93087
C 0.28970 -3.41659 0.71342
C -0.33420 -4.38323 1.50191
C -1.27922 -4.06160 2.44793
C -1.57116 -2.71618 2.64767
C -0.94599 -1.72385 1.94075
N -1.03492 -0.26457 2.27590
C 0.14040 0.22709 3.08115
C -2.25068 0.09070 3.09523
H 2.07994 -0.07217 -4.26713
H 3.66567 -0.80310 -3.74675
H 3.18056 0.86107 -3.24783
H 2.44624 -2.65518 -2.97921
H 0.92226 -1.95110 -3.66943
H 0.90514 -2.49395 -1.98254
H 4.52577 -0.66335 -2.02135
H 5.84600 -1.00885 -0.00231
H 4.75019 -1.59307 2.09789
H 2.20427 -1.64073 2.14902
H 0.89853 -3.77618 -0.08607
H 0.09103 -5.36177 1.42260
H -1.86484 -4.83589 2.91318
H -2.31143 -2.47775 3.41704
H 0.18010 -0.36553 4.03523
H 0.02343 1.29473 3.25309
H 1.06248 -0.01623 2.50300
H -2.09154 -0.39228 4.08812
H -3.07934 -0.39944 2.55883
H -2.33587 1.14625 3.07828
C 2.47979 2.32280 1.48393
P 0.90456 2.41441 0.53341
C 1.52920 2.81458 -1.13817
C 0.24168 3.92585 1.25015
H 3.15735 3.17601 1.30974
H 3.10303 1.50299 1.33151
H 2.27314 2.26281 2.57046
H 2.08182 1.92788 -1.48061
H 2.28633 3.55277 -1.12110
H 0.86613 3.13214 -1.92513
H -0.40647 4.31544 0.52243
H 0.96387 4.68212 1.48272
H -0.35658 3.65542 2.14185
```

=====

# 2
The following is a DFT calculation (the ωB97M-V functional and the def2-TZVPD basis) of one molecule with the formula C5H11ClNP at a distorted geometry.

Orbital gap = 0.328 Ha
Energy above the lowest of the compared OMol25 structures with the same formula, charge and spin = 51.09 kcal per mole
E_LUMO = 0.43 eV
Calculated total energy = -28661.483 eV
Strongest force on any atom = 0.0649 hartree/bohr
E_HOMO = -8.50 eV

Structure (XYZ):
```
19
C5H11ClNP the ωB97M-V functional and the def2-TZVPD basis
C -0.61829 -0.13097 2.33322
C -0.71972 -0.44146 0.86264
C -0.95729 1.42794 -1.01386
C -1.61558 0.53387 0.05064
C -0.05325 -1.41269 0.26223
N 2.77859 0.05220 -2.03206
P 2.67049 -1.09709 -0.97589
Cl 0.17224 -1.58670 -1.40976
H -1.59107 0.09476 2.88975
H 0.09209 0.82803 2.57251
H -0.58293 0.73882 -1.89014
H -1.66212 2.18651 -1.31566
H 0.03103 1.94037 -0.70632
H -2.34406 -0.03500 -0.44051
H -2.06200 1.20886 0.78846
H 0.52887 -2.12379 0.85162
H 2.81276 0.97350 -1.69391
H -0.10620 -1.10467 2.78660
H 3.22643 -2.05246 -1.91956
```

=====

# 3
The following is a DFT calculation (the ωB97M-V functional and the def2-TZVPD basis) of C23H27N6O8S2Ti as an isolated structure at a distorted geometry.

Orbital gap (alpha / beta) = 0.170 / 0.258 Ha
Total charge = -1
Energy above the lowest of the compared OMol25 structures with the same formula, charge and spin = 13.03 kcal per mole
E_LUMO (alpha / beta) = 1.99 / 2.06 eV
2S+1 = 3
Calculated total energy = -94399.367 eV
Strongest force on any atom = 0.0539 hartree/bohr
E_HOMO (alpha / beta) = -2.62 / -4.95 eV

Structure (XYZ):
```
67
C23H27N6O8S2Ti the ωB97M-V functional and the def2-TZVPD basis
Ti -0.00691 0.13933 0.26110
O -1.18955 -0.90731 1.34406
N -1.87168 -1.91782 0.90025
N -1.53313 -2.11361 -0.35920
O -0.65388 -1.27657 -0.88712
C -2.04932 -3.15675 -1.13299
C -2.98303 -4.04604 -0.59077
C -3.47641 -5.07448 -1.37538
C -3.06311 -5.23463 -2.69218
C -2.13896 -4.34320 -3.21917
C -1.62822 -3.30561 -2.45411
H -3.30996 -3.91842 0.43288
H -4.20115 -5.75699 -0.94610
H -3.45537 -6.04265 -3.29810
H -1.80371 -4.45024 -4.24379
H -0.91161 -2.60742 -2.86110
N 1.58856 -1.11404 1.24144
C 1.46328 -1.32761 2.69162
C 1.57970 -0.00023 3.43688
C 0.51629 1.00941 3.04883
O -0.18703 1.55007 3.87384
O 0.47128 1.27676 1.76694
H 1.63907 -1.98306 0.73366
H 2.45742 -0.62246 1.03839
H 2.25010 -1.98961 3.05548
H 0.50680 -1.79844 2.89684
H 2.54867 0.45200 3.20634
H 1.52815 -0.16927 4.50909
S 2.02323 -0.14929 -1.52953
C 2.98530 1.13382 -0.84028
N 3.08709 2.27638 -1.61110
C 3.75071 3.41906 -1.13152
C 4.39144 3.31322 0.07336
C 4.35012 2.10881 0.76379
N 3.63229 1.01436 0.28522
H 2.45046 2.32689 -2.38546
H 3.70511 4.30802 -1.74343
H 4.92094 4.16783 0.47691
H 4.85441 1.97508 1.71376
C -0.44361 4.97108 3.98465
C -0.23189 5.39454 2.56070
C 0.61596 4.66147 1.72506
C 0.79428 5.03227 0.40045
C 0.11184 6.13381 -0.09982
C -0.71972 6.88282 0.71648
C -0.87909 6.51106 2.03887
S 0.16671 6.46180 -1.83176
O -0.23318 7.82313 -2.05406
O 1.42084 5.97396 -2.32148
N -1.01565 5.53946 -2.51039
C -0.94640 4.06858 -2.40030
C -1.74884 3.47008 -1.23638
C -1.15223 2.16583 -0.74602
O -1.83076 1.29485 -0.14028
O 0.08923 1.95611 -0.90535
H 0.50740 4.93431 4.51980
H -0.87236 3.97342 4.02634
H -1.10404 5.66477 4.50920
H 1.11627 3.76821 2.08646
H 1.44712 4.44505 -0.23918
H -1.24306 7.74483 0.31363
H -1.53162 7.09208 2.68136
H -1.92501 5.96862 -2.41742
H 0.10135 3.80990 -2.28103
H -1.25329 3.61697 -3.34434
H -2.80115 3.31596 -1.47528
H -1.71082 4.14425 -0.37956
```

=====

# 4
The following is a DFT calculation (the ωB97M-V functional and the def2-TZVPD basis) of one molecule with the formula CH5N3O3 at a distorted geometry.

Orbital gap = 0.346 Ha
Energy above the lowest of the compared OMol25 structures with the same formula, charge and spin = 128.02 kcal per mole
E_LUMO = -0.26 eV
SMILES string = CON(N)[N+](=O)[O-]
Calculated total energy = -11723.182 eV
Strongest force on any atom = 0.1044 hartree/bohr
E_HOMO = -9.68 eV

Structure (XYZ):
```
12
CH5N3O3 the ωB97M-V functional and the def2-TZVPD basis
C 1.11563 0.91006 -1.32344
N -1.59121 -0.96647 0.30764
N -0.50462 -0.19680 0.45960
N 0.10100 -0.17210 1.66313
O -0.50683 -0.83023 2.46481
O 0.98174 0.59631 1.75587
O 0.65199 -0.25132 -0.79561
H 1.15775 0.55867 -2.33647
H 2.08609 1.16584 -0.96829
H 0.41510 1.79319 -1.30713
H -1.63581 -1.95049 0.47027
H -2.27084 -0.65665 -0.39037
```

=====

# 5
The following is a DFT calculation (the ωB97M-V functional and the def2-TZVPD basis) of CH3N5O as an isolated structure at a distorted geometry.

Orbital gap = 0.326 Ha
Total charge = +2
Energy above the lowest of the compared OMol25 structures with the same formula, charge and spin = 28.43 kcal per mole
E_LUMO = -11.77 eV
Calculated total energy = -10557.032 eV
Strongest force on any atom = 0.1045 hartree/bohr
E_HOMO = -20.63 eV

Structure (XYZ):
```
10
CH3N5O the ωB97M-V functional and the def2-TZVPD basis
C -1.25720 0.06969 0.00679
N -0.35138 -0.69423 -0.01341
N 0.63642 -1.43388 -0.08838
N 1.75362 -0.96497 0.04654
N 1.87666 0.82599 -0.13771
N -2.33816 0.67371 0.03059
O 2.94195 1.14674 -0.02535
H 2.60243 -1.68308 0.04017
H -3.30112 0.53114 -0.32778
H -2.56321 1.52887 0.46856
```

=====

# 6
The following is a DFT calculation (the ωB97M-V functional and the def2-TZVPD basis) of a 4-piece molecular cluster, C15H36ClNO2 overall at a distorted geometry.

Orbital gap = 0.285 Ha
Energy above the lowest of the compared OMol25 structures with the same formula, charge and spin = 39.38 kcal per mole
E_LUMO = 0.00 eV
Calculated total energy = -34238.423 eV
Strongest force on any atom = 0.2106 hartree/bohr
E_HOMO = -7.77 eV

Structure (XYZ):
```
55
C15H36ClNO2 the ωB97M-V functional and the def2-TZVPD basis
C -3.38147 -0.76969 2.07622
C -3.93947 -0.43569 0.78622
C -2.91647 0.06631 -0.22278
C -1.69747 -0.86069 -0.49078
N -0.69347 -0.15569 -1.48278
C -0.19147 1.28031 -1.13278
C -1.21547 2.23431 -1.87678
C -1.34247 1.54931 -3.14778
C -1.21947 0.04531 -2.81378
C 0.60553 -0.99069 -1.34778
C 0.39153 -2.54469 -1.51278
C 1.65153 -3.22269 -1.51778
H -2.70647 -1.63669 1.92622
H -3.94347 -1.04769 2.72822
H -2.79947 0.10931 2.42722
H -4.79947 0.36431 0.93522
H -4.28747 -1.26069 0.23922
H -2.83247 1.15331 0.21922
H -3.41447 0.00331 -1.15178
H -2.22447 -1.84069 -0.74278
H -1.30347 -0.95869 0.36522
H 0.73253 1.28031 -1.46078
H -0.23847 1.40631 0.07722
H -0.70547 3.20031 -2.02278
H -2.11547 2.16231 -1.32178
H -0.42547 1.82931 -3.86778
H -2.28747 1.83131 -3.65578
H -0.52547 -0.36469 -3.53478
H -2.07847 -0.43469 -3.09078
H 1.09753 -0.84069 -0.49078
H 1.38353 -0.64669 -2.08578
H 0.04753 -2.68069 -2.48378
H -0.10847 -2.96869 -0.78678
H 1.51853 -4.32269 -1.68678
H 2.39653 -3.07169 -0.74078
H 2.28353 -3.02769 -2.45878
Cl 2.30153 1.35031 1.55322
C 5.98253 -1.20769 -0.89378
C 5.07253 -0.99869 0.36522
O 5.20453 0.44831 0.48122
H 5.77953 -2.27069 -1.05778
H 6.95253 -0.95169 -0.71878
H 5.47053 -0.62069 -1.65978
H 5.29153 -1.60369 1.16122
H 4.19753 -1.37769 0.08022
H 4.45553 0.86031 1.04222
C -1.89747 2.87931 4.38822
C -0.59647 2.32531 3.86922
O -0.59147 1.73531 2.60022
H -1.56547 3.36631 5.25222
H -2.53547 1.99931 4.44422
H -2.40347 3.31631 3.69322
H -0.04047 1.66731 4.37622
H -0.01547 3.23231 3.90722
H 0.22253 1.41731 2.46422
```